i:
Computed, not measured: a molecular structure, C27H41NO5PbSeSi, with ωB97M-V with the def2-TZVPD basis set.

The geometry in XYZ format:
```
77
Properties=species:S:1:pos:R:3:mulliken_charge:R:1
H -3.3741 -6.1485 -0.9310 0.446
C -2.7072 -1.9030 -1.1558 0.389
H 1.0128 4.1825 -3.0312 0.324
Pb 0.1834 0.1747 0.1228 1.803
H 1.0970 3.5043 2.9187 0.361
H -2.0593 -5.2097 -1.6192 0.321
O -1.2919 -0.4615 2.1465 -0.585
H 3.8487 1.1505 -2.9164 0.387
H -5.0854 -0.6349 1.5315 0.487
H 2.9431 -0.3619 -2.7026 0.390
C -1.1828 -6.1905 1.6245 -1.134
C 1.4942 2.5096 3.0986 -1.945
H -4.4988 -3.8555 1.4288 0.251
H 1.6506 1.3827 -2.5601 0.579
C -2.8692 -5.1880 -0.8951 -1.060
H 5.8703 0.7128 -0.8685 0.501
H -1.4632 1.4337 -2.5888 0.225
H 0.3260 3.3327 1.0074 0.237
C 3.3165 0.9297 2.6897 -1.769
C -4.4640 -1.0381 0.7455 -0.973
C 3.6971 -0.9240 -0.1961 -1.750
O -6.2205 -1.1447 -0.9086 -0.524
H 3.9813 3.5452 3.0371 0.482
H -2.0910 2.8012 -0.3934 0.241
Si -2.2362 -4.7948 0.8633 0.294
H 3.5882 -0.8813 0.8800 0.148
O -3.1993 -0.5671 3.3144 -0.730
C 5.0004 1.2311 -0.4701 -1.742
H 4.6162 -1.4602 -0.4254 0.496
H 2.6225 0.0936 2.7445 0.210
H -6.7770 -0.8616 -0.1688 0.331
H -2.4390 4.1214 -1.5156 0.460
C 3.7223 0.4675 -0.8460 2.246
H -4.1218 -5.2053 2.4781 0.467
H -0.5258 5.0501 -2.9607 0.466
H 5.1339 1.3158 0.6016 0.226
H -1.7872 2.9027 -3.5164 0.457
C -2.4922 -0.7544 2.3509 0.007
C 0.5225 2.4469 -1.0065 -0.250
H -1.7769 -7.0961 1.7072 0.362
H 0.6834 1.7861 3.0455 0.353
H -3.5753 -4.4341 -1.2334 0.274
C 3.7968 0.2171 -2.3616 -2.271
H -1.3281 4.3778 -0.1753 0.336
C -4.9382 -1.2704 -0.5499 0.871
H 0.5810 5.0853 -1.5822 0.374
Se -0.8125 -2.8950 0.6874 0.300
H 4.9771 2.2302 -0.8998 0.340
O -1.8577 -2.2152 -3.3598 -0.741
H 4.4109 3.1630 1.3696 0.228
H 1.8943 2.5026 4.1099 0.457
O -0.4932 -1.4293 -1.7664 -0.570
H 3.0578 4.2363 1.7008 0.320
C -1.0269 2.3586 -2.9613 -1.561
C 2.4663 1.2649 -0.5012 -0.547
H 3.6508 1.1559 3.7001 0.558
H 2.8599 -1.4918 -0.6005 0.345
H -4.2635 -1.6287 -2.5741 0.630
C 0.8442 2.6468 0.3686 -0.446
H -3.4065 -3.6362 2.7803 0.346
H -0.8355 -5.9273 2.6201 0.335
C 0.1874 4.4656 -2.3839 -1.829
C -3.7025 -4.3281 1.9964 -1.064
C 2.6127 2.1536 2.1018 2.010
C 2.0157 1.9381 0.7147 0.135
H -0.3117 -6.4162 1.0159 0.336
N -2.3644 -1.9002 0.1384 -0.001
C -3.9950 -1.6011 -1.5300 -0.849
C 1.5502 1.6259 -1.5227 0.014
C -1.6619 3.6550 -0.9151 -1.714
H 4.1907 0.6360 2.1231 0.240
C -0.4978 3.2166 -1.8086 2.063
C -3.1607 -1.3549 1.0622 0.355
C 3.5813 3.3467 2.0447 -1.716
H -0.2282 2.0976 -3.6494 0.314
C -1.5622 -1.8859 -2.2351 0.156
H 4.6968 -0.3526 -2.5839 0.488
```

Summary:
Net charge = 0
LUMO = -0.57 eV
HOMO = -8.49 eV
Kohn-Sham gap = 0.2908 Eh

---

ii:
Computed, not measured: a molecular structure, C27H41NO5PbSeSi, with ωB97M-V with the def2-TZVPD basis set.

The geometry in XYZ format:
```
77
Properties=species:S:1:pos:R:3:mulliken_charge:R:1
H 5.7444 0.1254 1.1175 0.487
H 1.4761 -3.6719 1.5005 0.393
C 4.8571 -0.3592 0.7074 -1.827
H -6.8264 0.6720 1.5290 0.291
H -6.6945 2.0527 0.4358 0.308
O -0.8771 -0.5949 2.9989 -0.693
C -6.6540 0.9636 0.4918 -1.079
H 5.0926 -0.7181 -0.2961 0.387
C -0.9576 -3.2582 -0.8713 -1.653
H 0.3939 1.7430 -3.0086 0.379
C 1.9041 0.3885 -1.1971 -0.494
O 0.7659 3.7106 -0.7839 -0.757
H 0.1770 -1.4206 -4.7516 0.531
H -0.0434 -2.8088 1.7954 0.347
H -4.4321 1.8778 -1.9406 0.294
C -4.9253 -1.5391 0.0549 -0.921
C 0.9741 -1.5976 -0.3871 0.525
H 1.6421 0.8273 -3.8916 0.425
H 1.1544 -4.9102 -1.0887 0.460
C 0.0571 1.5590 3.2826 -0.359
C -1.3456 -0.3352 -2.6557 -2.188
H -1.8243 -0.4423 -3.6321 0.732
H 2.9119 0.2323 2.6842 0.301
H 0.6396 2.4042 5.1383 0.529
C 0.1792 -0.4187 -2.8448 2.864
H 1.1160 4.7971 1.5586 0.612
O -0.5138 1.8741 -0.6205 -0.439
C 0.9547 -0.4998 -1.5448 0.216
C 0.1751 2.8398 -0.1572 -0.057
C 1.4622 -3.8648 -1.1395 -1.740
H 0.0744 -2.5527 -3.4112 0.317
Se -3.4854 1.2805 1.2905 -0.413
C 3.3607 1.0575 2.1300 -1.467
H -1.6052 0.6425 -2.2517 0.416
H 2.6729 1.9029 2.1502 0.214
H -0.0054 0.9114 -4.5172 0.470
C 1.9239 -1.1664 0.5215 -0.735
H 1.3783 4.6264 5.0939 0.320
O 1.3830 4.8264 4.1508 -0.539
H -1.1808 -4.3216 -0.7758 0.615
H -4.8034 -1.8267 1.1003 0.287
C 0.3131 2.8307 1.3612 0.169
H -7.4639 0.5579 -0.1208 0.321
H 2.2142 -1.6796 1.4219 0.540
C 0.5337 -1.6243 -3.7409 -1.890
C 0.4642 -3.5109 1.1290 -1.914
Pb -1.1909 0.0419 0.7794 0.941
H 1.5059 -3.5713 -2.1863 0.306
H 2.4633 -3.7745 -0.7166 0.345
H 1.6148 -1.7710 -3.7905 0.353
H 4.5045 1.6555 -1.0916 0.375
H -1.0689 -2.9954 -1.9174 0.143
C 0.4528 -3.0154 -0.3289 2.403
C -4.7055 0.8237 -1.8772 -0.814
H 4.2800 1.3533 2.6380 0.561
C 0.8206 3.8940 2.0725 -0.562
Si -5.0112 0.3228 -0.1061 0.434
H -4.0818 -1.9421 -0.5131 0.174
C 0.9188 3.7673 3.4569 0.869
C -0.3666 0.2059 3.8582 0.324
C 2.5322 -0.0034 0.0428 -0.964
H 2.1637 1.2765 -1.7463 0.829
H 4.6122 -1.2184 1.3320 0.324
H -0.0569 -4.4670 1.1808 0.491
C 3.7048 0.6678 0.6787 2.314
N -0.0674 1.7049 1.9679 0.165
H 3.3233 2.6292 -0.1984 0.312
C 4.1417 1.9130 -0.0946 -1.933
H -5.8370 -2.0087 -0.3254 0.400
H -1.6993 -2.7092 -0.2883 0.144
O -0.1675 0.0129 5.0445 -0.718
H 4.9536 2.4058 0.4422 0.441
H -3.8958 0.2378 -2.3123 0.027
H -1.7433 -1.1047 -1.9994 0.021
C 0.5553 2.5728 4.0720 -0.485
C 0.5887 0.8505 -3.6042 -2.237
H -5.6013 0.6632 -2.4846 0.434
```

Summary:
Net charge = 0
LUMO (spin up / spin down) = -2.87 / -2.87 eV
HOMO (spin up / spin down) = -8.11 / -8.11 eV
Kohn-Sham gap (spin up / spin down) = 0.1927 / 0.1927 Eh

---

Taking the most stable structure as the zero point, the relative energies in kJ/mol are i 84.2; ii 0.0.

---

i:
Computed, not measured: 2 unconnected molecules or ions with the total composition C5H4ClNO, with ωB97M-V with the def2-TZVPD basis set.

The geometry in XYZ format:
```
12
Properties=species:S:1:pos:R:3:mulliken_charge:R:1
H -1.6735 -1.2040 1.6487 0.240
H 2.1585 0.5231 -1.2222 0.414
C -0.5917 0.5510 -1.1431 0.457
H -1.5318 -1.9234 -0.1339 0.330
C -1.6159 -1.0718 0.4940 -0.449
O -0.7934 1.0954 -2.1278 -0.308
Cl 1.2969 -1.5830 -0.5089 -0.146
N 1.8964 1.5642 1.6506 -0.459
C 1.4647 0.1705 -0.4716 -0.426
C 1.5636 0.9030 0.7240 0.411
H -1.0804 0.8813 0.9516 0.312
C -1.0935 0.0934 0.1386 -0.376
```

Summary:
Net charge = 0
LUMO (spin up / spin down) = -0.29 / -0.29 eV
HOMO (spin up / spin down) = -8.78 / -8.78 eV
Kohn-Sham gap (spin up / spin down) = 0.3119 / 0.3119 Eh

---

ii:
Computed, not measured: 2 unconnected molecules or ions with the total composition C5H4ClNO, with ωB97M-V with the def2-TZVPD basis set.

The geometry in XYZ format:
```
12
Properties=species:S:1:pos:R:3:mulliken_charge:R:1
C -1.0760 0.0741 0.4508 0.340
H -0.6139 1.8089 1.7316 0.303
C 0.8622 -0.2326 -1.5598 -1.256
Cl -2.2209 0.9091 -0.5685 -0.140
H 0.2645 0.5604 -2.0038 0.287
H 0.1577 0.3587 2.1936 0.320
H 0.4084 -1.2074 -1.5542 0.429
C -0.5497 0.7533 1.5270 -0.717
C -0.9409 -1.3265 0.3923 0.340
C 1.8006 0.1786 -0.7653 0.967
N -0.7351 -2.4388 0.1540 -0.444
O 2.6430 0.5622 0.0023 -0.428
```

Summary:
Net charge = 0
LUMO = -0.40 eV
HOMO = -9.49 eV
Kohn-Sham gap = 0.3341 Eh

---

Taking the most stable structure as the zero point, the relative energies in kJ/mol are i 107.0; ii 0.0.

---

i:
Computed, not measured: C3H4FNO in the gas phase, with ωB97M-V with the def2-TZVPD basis set.

The geometry in XYZ format:
```
10
Properties=species:S:1:pos:R:3:mulliken_charge:R:1
O 1.0825 1.5218 -0.0418 -0.487
H -1.9766 1.7626 -0.2036 0.332
C -0.6478 -0.1233 0.2425 -0.192
H -0.7714 -1.1726 0.5926 0.205
C -1.7407 0.6624 -0.0660 -0.109
F -2.9544 -0.1625 -0.2309 -0.273
H 1.6443 -1.7149 0.4425 0.295
H 2.7001 -0.4222 -0.3872 0.252
N 1.8084 -0.7172 -0.3236 -0.531
C 0.8557 0.3659 -0.0245 0.509
```

Summary:
Net charge = 0
LUMO = 0.45 eV
HOMO = -10.01 eV
Kohn-Sham gap = 0.3845 Eh

---

ii:
Computed, not measured: a molecular structure, C3H4FNO, with ωB97M-V with the def2-TZVPD basis set.

The geometry in XYZ format:
```
10
Properties=species:S:1:pos:R:3:mulliken_charge:R:1
O -0.2907 -1.3077 0.9465 -0.409
C 0.5589 -0.5371 -0.0006 0.967
F 1.6237 -1.3372 -0.4601 -0.287
H -2.3099 -1.4217 0.3776 0.361
C -1.4406 -0.8887 0.1912 -0.167
H -0.8786 0.1800 -1.7663 0.331
H 0.6349 1.4665 0.3610 0.227
N 1.0117 0.5587 0.6519 -0.507
C -0.7081 -0.4354 -0.8836 -0.752
H 1.9378 0.3562 1.1523 0.235
```

Summary:
Net charge = 0
LUMO = 0.92 eV
HOMO = -9.07 eV
Kohn-Sham gap = 0.3671 Eh

---

iii:
Computed, not measured: C3H4FNO in the gas phase, with ωB97M-V with the def2-TZVPD basis set.

The geometry in XYZ format:
```
10
Properties=species:S:1:pos:R:3:mulliken_charge:R:1
H 1.0604 -0.5391 -0.3950 0.308
H -0.5051 -0.2239 -1.5459 0.259
N -0.7197 0.1689 0.4332 -0.374
F 1.6138 0.7596 2.9284 -0.166
C -0.4798 -0.0946 1.6022 0.112
H -0.9906 0.0203 2.5030 0.401
C 0.1598 0.0850 -0.6787 -0.726
O 0.6731 -0.8887 1.9935 -0.143
H 0.3155 1.0444 -0.9698 0.313
C 1.7528 -0.5300 2.5557 0.015
```

Summary:
Net charge = 0
LUMO = 0.92 eV
HOMO = -9.76 eV
Kohn-Sham gap = 0.3925 Eh

---

iv:
Computed, not measured: C3H4FNO in the gas phase, with ωB97M-V with the def2-TZVPD basis set.

The geometry in XYZ format:
```
10
Properties=species:S:1:pos:R:3:mulliken_charge:R:1
H 2.3759 0.3762 0.3565 0.270
N 2.1800 -0.5241 -0.0832 -0.516
H 0.3762 -1.7223 -0.0688 0.371
H -2.1726 1.0869 0.0175 0.294
C -1.5094 0.1424 -0.0725 -0.036
F 0.1901 1.6311 0.0250 -0.280
C -0.0496 0.3244 -0.0311 0.348
O -1.9527 -0.9927 0.0663 -0.509
H 2.6935 -1.2454 0.3679 0.248
C 0.7884 -0.7277 -0.0375 -0.189
```

Summary:
Net charge = 0
LUMO = 0.43 eV
HOMO = -8.91 eV
Kohn-Sham gap = 0.3430 Eh

---

Taking the most stable structure as the zero point, the relative energies in kJ/mol are i 115.7; ii 138.2; iii 212.7; iv 0.0.

---

i:
Computed, not measured: 3 unconnected molecules or ions with the total composition C4H8S2, with ωB97M-V with the def2-TZVPD basis set.

The geometry in XYZ format:
```
14
Properties=species:S:1:pos:R:3:mulliken_charge:R:1
C -2.3154 1.8117 -0.0560 -0.383
H 1.8841 2.3663 3.2404 0.110
S 2.4633 1.7265 2.3664 -0.258
C 0.0158 -1.4163 -2.3362 -0.914
H -0.3749 -0.8037 -3.1626 0.301
H -3.0865 0.4346 1.5099 0.342
H 2.5059 0.6104 3.1354 0.141
H -0.4359 -0.2224 -0.5302 0.180
H 0.7040 -2.1174 -2.6467 0.253
H 1.8757 -2.8282 -0.6644 0.131
C -2.5642 1.1551 0.9113 -0.324
H -1.8170 2.4532 -0.7863 0.370
S 0.9873 -2.1867 0.1122 -0.177
C 0.1579 -0.9831 -1.0932 0.228
```

Summary:
2S+1 = 3
Net charge = 0
LUMO (spin up / spin down) = 0.70 / -2.20 eV
HOMO (spin up / spin down) = -5.45 / -9.69 eV
Kohn-Sham gap (spin up / spin down) = 0.2260 / 0.2751 Eh

---

ii:
Computed, not measured: C4H8S2 in the gas phase, with ωB97M-V with the def2-TZVPD basis set.

The geometry in XYZ format:
```
14
Properties=species:S:1:pos:R:3:mulliken_charge:R:1
S 1.3695 -1.4471 0.1791 -0.182
C -1.4697 -1.0929 -0.1816 -0.810
H 2.6831 1.4298 -0.5427 0.264
C 1.1675 0.1753 -0.5823 -0.244
H 0.8333 0.1268 -1.6449 0.368
H 1.1578 2.4184 -0.4562 0.239
H 1.7754 1.6089 1.1737 0.297
H -1.6638 -2.1651 0.1760 0.326
H -0.1117 -0.0342 1.3547 0.254
C -0.1697 -0.5150 0.3106 0.042
C 1.7114 1.5016 0.0079 -0.829
H -1.4051 -1.3206 -1.2581 0.327
H -2.9132 -0.5934 1.3660 0.126
S -2.9649 -0.0923 0.0978 -0.179
```

Summary:
2S+1 = 3
Net charge = 0
LUMO (spin up / spin down) = 0.88 / -2.58 eV
HOMO (spin up / spin down) = -4.52 / -9.25 eV
Kohn-Sham gap (spin up / spin down) = 0.1982 / 0.2450 Eh

---

Taking the most stable structure as the zero point, the relative energies in kJ/mol are i 155.3; ii 0.0.

---

i:
Computed, not measured: 2 unconnected molecules or ions with the total composition CHF2IO, with ωB97M-V with the def2-TZVPD basis set.

The geometry in XYZ format:
```
6
Properties=species:S:1:pos:R:3:mulliken_charge:R:1
C -1.2441 -0.0201 0.2568 0.325
F -1.6404 -0.5576 -0.8851 -0.190
O -0.4337 -0.5204 0.9524 -0.384
F 1.9223 -0.5213 -0.5136 -0.395
H -1.9596 0.8834 0.2836 0.248
I 3.3555 0.7361 -0.0941 0.396
```

Summary:
Net charge = 0
LUMO = -1.57 eV
HOMO = -10.31 eV
Kohn-Sham gap = 0.3213 Eh

---

ii:
Computed, not measured: 2 unconnected molecules or ions with the total composition CHF2IO, with ωB97M-V with the def2-TZVPD basis set.

The geometry in XYZ format:
```
6
Properties=species:S:1:pos:R:3:mulliken_charge:R:1
H 2.4073 0.9423 0.2557 0.090
O -1.4873 -0.8345 -1.1952 -0.339
F -1.6393 1.1256 -0.1042 -0.173
F -1.1686 -0.5904 0.9192 -0.140
I 3.3212 -0.4593 0.3598 -0.089
C -1.4332 -0.1838 -0.2354 0.650
```

Summary:
Net charge = 0
LUMO = 0.19 eV
HOMO = -10.22 eV
Kohn-Sham gap = 0.3826 Eh

---

iii:
Computed, not measured: a molecular structure, CHF2IO, with ωB97M-V with the def2-TZVPD basis set.

The geometry in XYZ format:
```
6
Properties=species:S:1:pos:R:3:mulliken_charge:R:1
F -0.2685 1.3590 1.5699 -0.245
O 0.2551 1.3893 -0.6042 -0.507
I 1.9955 2.0879 0.2651 0.255
H -1.5213 0.8131 -0.0788 0.168
F -0.1568 -0.5014 0.6018 -0.217
C -0.4611 0.7891 0.3517 0.545
```

Summary:
Net charge = 0
LUMO = -1.44 eV
HOMO = -10.15 eV
Kohn-Sham gap = 0.3204 Eh

---

Taking the most stable structure as the zero point, the relative energies in kJ/mol are i 123.0; ii 0.0; iii 97.5.

---

i:
Computed, not measured: 2 unconnected molecules or ions with the total composition C2H3N2O, with ωB97M-V with the def2-TZVPD basis set.

The geometry in XYZ format:
```
8
Properties=species:S:1:pos:R:3:mulliken_charge:R:1
C 1.0131 0.0106 0.8621 0.528
N -0.8845 -0.6226 2.1963 -0.259
C -0.5911 0.1729 -1.2673 -0.887
H -1.0536 1.0656 -1.1448 0.411
N 0.0401 -0.3349 1.6245 0.554
H -1.0843 -0.7991 -1.5440 0.343
H 0.4516 0.2602 -1.3833 0.403
O 2.1088 0.2474 0.6566 -0.093
```

Summary:
Net charge = +1
LUMO (spin up / spin down) = -7.94 / -8.22 eV
HOMO (spin up / spin down) = -14.63 / -15.44 eV
Kohn-Sham gap (spin up / spin down) = 0.2461 / 0.2654 Eh

---

ii:
Computed, not measured: a molecular structure, C2H3N2O, with ωB97M-V with the def2-TZVPD basis set.

The geometry in XYZ format:
```
8
Properties=species:S:1:pos:R:3:mulliken_charge:R:1
H -1.2049 -1.9579 0.8633 0.335
C -0.9174 -1.2928 -1.0606 0.084
H 0.7166 -1.5286 0.3506 0.378
C -0.4029 -1.5734 0.1519 -0.136
N -1.5227 -1.7153 -2.0837 0.504
N -2.1068 -1.9578 -3.0356 -0.346
H -1.8629 -1.4335 2.1461 0.535
O -0.8524 -1.9953 1.6565 -0.354
```

Summary:
Net charge = +1
LUMO = -7.08 eV
HOMO = -15.19 eV
Kohn-Sham gap = 0.2982 Eh

---

Taking the most stable structure as the zero point, the relative energies in kJ/mol are i 0.0; ii 335.0.